The following is a DFT calculation (ωB97M-V/def2-TZVPD) of the molecule C3H6N4O.

SMILES = COc1nnnn1C
Frontier orbital gap = 10.22 eV
Relative energy (zero: lowest compared OMol25 entry of this formula, charge and spin) = 90.3 kcal per mole
LUMO energy = 0.718 eV
E_HOMO = -9.5 eV
2S+1 = 1

Atoms and positions in Å:
O 0.67 -0.70 -0.08
N -2.63 -1.36 0.10
N -1.39 -1.87 0.03
N -1.50 0.47 0.07
N -2.67 -0.09 0.09
C 1.42 -1.91 -0.08
C -1.49 1.96 -0.08
C -0.67 -0.81 -0.05
H -1.73 2.47 0.93
H 1.35 -2.58 0.68
H -0.63 2.38 -0.42
H 1.26 -2.39 -1.02
H -2.38 2.15 -0.76
H 2.38 -1.57 -0.15

In elementary charge units, the Löwdin charges are: -0.04, -0.06, 0.09, -0.06, -0.04, -0.05, 0.00, -0.32, 0.11, 0.07, 0.04, 0.10, 0.10, 0.07